Entry from the OMol25 dataset: a structure of composition C31H57CeClO3P2SSi2 in a non-equilibrium geometry (ωB97M-V/def2-TZVPD).

Results
HOMO-LUMO gap (alpha / beta) = 3.721 / 3.718 eV
highest occupied orbital energy (alpha / beta) = -5.934 / -5.932 eV
lowest unoccupied orbital energy (alpha / beta) = -2.21 / -2.21 eV
largest force on an atom = 0.1639 hartree/bohr

Geometry (Å):
Ce1 0.06 -0.59 -0.69
C1 -2.19 -0.65 -2.02
C2 -1.18 -0.34 -2.98
C3 -0.34 -1.54 -3.05
Si1 -1.10 1.32 -3.83
C4 -0.84 -2.51 -2.15
C5 -2.02 -1.96 -1.48
Si2 -3.15 -2.62 -0.14
H1 -2.97 0.05 -1.71
H2 0.52 -1.66 -3.71
H3 -0.44 -3.51 -1.99
Cl1 5.49 -1.95 0.87
C6 -4.74 -1.65 -0.16
C7 -3.51 -4.43 -0.42
C8 -2.76 2.14 -3.69
C9 -0.63 1.13 -5.61
H4 -4.30 -4.53 -1.19
H5 -3.89 -4.89 0.50
H6 -2.64 -5.01 -0.76
H7 -4.57 -0.60 0.12
H8 -5.45 -2.08 0.56
H9 -5.21 -1.67 -1.15
H10 -1.51 0.80 -6.20
H11 0.17 0.40 -5.80
H12 -0.30 2.09 -6.03
H13 -3.56 1.51 -4.10
H14 -2.76 3.09 -4.24
H15 -3.02 2.37 -2.64
C10 -2.28 -2.32 1.52
C11 0.16 2.36 -2.86
P1 -0.48 -2.40 1.38
H16 -2.68 -2.97 2.32
H17 -2.53 -1.27 1.79
P2 1.49 1.35 -2.15
H18 -0.40 2.80 -2.01
H19 0.55 3.20 -3.46
C12 2.60 2.45 -1.17
C13 2.46 0.79 -3.62
C14 -0.15 -4.20 1.06
C15 0.26 -2.02 3.02
C16 0.77 -0.58 3.09
H20 1.14 -2.69 3.08
C17 -0.67 -2.31 4.19
H21 -1.50 -1.58 4.22
H22 -0.11 -2.21 5.13
H23 -1.09 -3.32 4.16
H24 1.41 -0.31 2.24
H25 1.37 -0.43 4.01
H26 -0.06 0.14 3.12
H27 -0.75 -4.41 0.15
C18 -0.64 -5.12 2.17
C19 1.32 -4.48 0.72
H28 -1.68 -4.93 2.46
H29 0.00 -5.05 3.06
H30 -0.59 -6.17 1.82
H31 1.59 -4.04 -0.25
H32 1.48 -5.56 0.67
H33 1.99 -4.07 1.48
H34 1.71 0.28 -4.25
C20 3.54 -0.23 -3.25
C21 3.05 1.94 -4.44
H35 2.30 2.70 -4.70
H36 3.44 1.53 -5.39
H37 3.89 2.41 -3.92
H38 3.09 -1.17 -2.91
H39 4.20 0.14 -2.46
H40 4.16 -0.44 -4.14
C22 2.32 2.37 0.33
C23 2.57 3.90 -1.63
H41 3.61 2.03 -1.34
H42 1.62 4.38 -1.36
H43 2.73 4.01 -2.71
H44 3.37 4.46 -1.11
H45 1.36 2.84 0.58
H46 3.11 2.88 0.90
H47 2.27 1.33 0.69
C24 2.31 -1.29 -0.19
H48 2.55 -2.10 -0.90
H49 3.08 -0.52 -0.32
H50 2.45 -1.72 0.82
C25 0.55 4.47 6.06
C26 -0.06 3.83 4.85
C27 0.18 4.36 3.58
C28 -0.35 3.77 2.43
C29 -1.12 2.64 2.58
C30 -1.41 2.09 3.80
C31 -0.87 2.69 4.94
S1 -1.66 1.72 0.86
O1 -1.83 2.81 -0.15
O2 -0.08 1.43 0.87
O3 -1.92 0.20 0.41
H51 1.64 4.47 5.97
H52 0.22 5.51 6.14
H53 0.28 3.94 6.97
H54 0.81 5.26 3.48
H55 -0.13 4.21 1.46
H56 -2.03 1.19 3.90
H57 -1.08 2.26 5.93